DFT (the ωB97M-V functional and the def2-TZVPD basis) results for 2 unconnected molecules or ions with the total composition C7H18B2N3S2.

* charge: +1
* orbital gap: 7.01 eV
* relative energy (zero: lowest compared OMol25 entry of this formula, charge and spin): 49.86 kcal/mol
* maximum force: 4.6 eV/Å
* HOMO level: -10.41 eV

```
32
Properties=species:S:1:pos:R:3:mulliken_charge:R:1
B 1.5009 -0.2039 -0.3430 0.493
B -2.4810 0.2516 -0.0147 0.444
C 3.8418 -0.2875 -0.2334 -0.747
C 3.4173 1.0495 0.4060 -0.501
C -0.5916 -1.0586 0.8961 -0.576
C -0.0362 -0.6882 -0.4682 -0.270
C 2.7211 -2.3178 -1.1296 -1.064
C 1.2387 2.1814 0.4719 -1.071
C -4.8906 0.5748 -0.0225 -0.910
N 2.5884 -0.9970 -0.5580 -0.167
N 1.9232 1.0138 0.2045 -0.215
N -5.4475 -0.1336 -1.2079 -0.235
S -2.3288 -0.8590 1.3336 -0.144
S -1.3733 0.5013 -1.2608 -0.202
H 4.5921 -0.1283 -1.0359 0.325
H 4.3667 -0.8725 0.5236 0.379
H 3.5775 0.9596 1.4911 0.330
H 3.9002 1.8849 -0.2188 0.296
H -0.3731 -2.1425 1.0403 0.385
H -0.0507 -0.5404 1.7411 0.293
H -0.0619 -1.4298 -1.2907 0.539
H 3.6758 -2.6564 -0.7020 0.327
H 1.9384 -3.0157 -0.9143 0.410
H 3.1388 -2.1574 -2.2201 0.302
H 1.4099 2.6425 1.5856 0.207
H 1.7109 2.9461 -0.0779 0.392
H 0.2094 2.1877 0.2103 0.347
H -5.3652 0.2741 0.9532 0.320
H -4.9911 1.5991 -0.2238 0.344
H -6.3525 -0.4463 -1.2011 0.305
H -4.9568 -1.0113 -1.3129 0.329
H -5.2148 0.3794 -2.0354 0.338
```


DFT (the ωB97M-V functional and the def2-TZVPD basis) results for 2 unconnected molecules or ions with the total composition C7H18BNO8P.

* charge: -1
* orbital gap: 6.37 eV
* relative energy (zero: lowest compared OMol25 entry of this formula, charge and spin): 0.00 kcal/mol
* maximum force: 0.8 eV/Å
* HOMO level: -3.89 eV

```
36
Properties=species:S:1:pos:R:3:mulliken_charge:R:1
C 0.9726 2.8196 -1.0984 -0.725
O 0.4991 1.5188 -0.7676 -0.369
B 1.3850 0.6145 -0.2365 0.838
O 1.2443 -0.7046 -0.6759 -0.690
P 2.7274 0.9526 1.1656 0.284
O 3.9198 1.8884 0.0483 -0.247
N 4.2891 3.1064 0.4289 0.243
O 5.4614 3.3097 0.2719 -0.503
O 1.8862 2.3835 1.7290 -0.425
C 1.2909 2.1538 2.9849 -0.459
C 1.5614 0.6988 3.4149 -0.406
O 1.7027 -0.0202 2.2214 -0.519
H 0.4164 3.1588 -1.9752 0.252
H 2.0336 2.8227 -1.3364 0.260
H 0.7854 3.5140 -0.2797 0.243
H 0.5942 -1.0983 -0.0778 0.218
H 3.6674 1.1988 2.2199 -0.089
H 3.4670 -0.2164 0.7556 -0.068
H 0.2046 2.2507 2.8629 0.275
H 1.6400 2.8982 3.7092 0.207
H 0.6744 0.3475 3.9507 0.304
H 2.4451 0.5938 4.0551 0.325
O -1.6293 -0.8343 0.0719 -0.524
C -2.1199 -1.4943 -0.7962 0.833
O -3.4453 -1.3221 -1.0581 -0.382
C -4.0912 -1.9364 -2.1694 -0.443
C -4.5274 -3.3567 -1.8699 -0.947
C -1.3372 -2.5350 -1.5621 -0.927
H -3.4630 -1.8814 -3.0599 0.379
H -4.9632 -1.3108 -2.3578 0.309
H -3.6741 -4.0009 -1.6586 0.279
H -5.0710 -3.7740 -2.7190 0.344
H -5.1792 -3.3701 -0.9962 0.293
H -1.2956 -3.4433 -0.9601 0.237
H -0.3267 -2.1530 -1.6961 0.300
H -1.7449 -2.7787 -2.5396 0.299
```


DFT (the ωB97M-V functional and the def2-TZVPD basis) results for a molecular structure, C7H18BrI2InNO2P2Si.

* charge: +3
* orbital gap: 4.44 eV
* maximum force: 4.3 eV/Å
* HOMO level: -17.91 eV

```
35
Properties=species:S:1:pos:R:3:mulliken_charge:R:1
C 3.2233 1.5977 0.6177 -1.268
N 2.6839 0.5494 -0.2510 0.002
C 1.8671 -0.4686 0.3233 -1.008
P 0.0548 -0.6654 -0.4171 0.247
Br 0.6042 0.5344 -2.3131 -0.141
C -0.3602 -2.1591 -1.4961 -0.509
C 0.7648 -3.1648 -1.7313 -0.088
O 0.5546 -4.2903 -1.4803 -0.378
I 2.6550 -2.6277 -2.5233 0.209
P -0.5609 -1.9921 1.6346 0.324
O -1.9406 -2.6446 1.3556 -0.288
I 0.8895 -3.7597 2.0501 0.379
Si -1.5858 0.9893 -0.0507 0.344
C -0.8382 2.6900 -0.0432 -0.780
C -2.4666 0.7712 1.5741 -1.237
C -2.7984 0.8276 -1.4426 -1.058
H 4.2005 1.8526 0.2212 0.567
H 3.3592 1.2587 1.6479 0.399
H 2.5837 2.4876 0.5338 0.326
H 3.4896 0.0800 -0.6387 0.282
H 1.7111 -0.3189 1.3902 0.465
H 2.3737 -1.4174 0.2125 0.572
H -1.2173 -2.7139 -1.1350 0.547
H -0.6493 -1.7403 -2.4495 0.650
H -2.1467 -3.3719 1.9799 0.401
H -1.6389 3.3507 0.2721 0.445
H -0.0633 2.7759 0.7152 -0.021
H -0.4811 3.0007 -1.0119 0.399
H -1.8025 0.9368 2.4165 0.396
H -3.1944 1.5761 1.6134 0.406
H -3.0236 -0.1495 1.6852 0.415
H -3.4987 1.6445 -1.3108 0.413
H -2.3459 0.8862 -2.4195 0.387
H -3.3290 -0.1113 -1.3368 0.360
In 2.9261 3.7860 1.8075 0.839
```


DFT (the ωB97M-V functional and the def2-TZVPD basis) results for a single C7H18BrO2PSi molecule.

* orbital gap: 10.72 eV
* relative energy (zero: lowest compared OMol25 entry of this formula, charge and spin): 0.00 kcal/mol
* maximum force: 2.9 eV/Å
* SMILES string: CC(C)(C)[P@](=O)(Br)O[Si](C)(C)C
* HOMO level: -10.14 eV

```
30
Properties=species:S:1:pos:R:3:mulliken_charge:R:1
C -2.1149 -0.2950 1.4405 -1.347
C -0.7819 0.5456 3.3684 -1.587
C -0.7414 1.8375 1.2138 -1.484
C 2.5316 -1.8831 -1.3863 -1.298
C 1.6989 0.9278 -2.4915 -1.185
C -0.4692 -1.1872 -2.6638 -0.952
C -0.8428 0.4538 1.8777 1.460
O 0.2920 -2.1328 1.4295 -0.747
O 0.5101 -0.1553 -0.2912 0.402
Si 1.1344 -0.6878 -1.6830 0.112
P 0.4591 -0.6707 1.2176 0.636
Br 2.2870 0.0346 2.0114 -0.209
H -2.0510 -1.3922 1.7424 0.350
H -3.1061 0.2590 1.7323 0.359
H -2.2286 -0.2600 0.2973 0.217
H 0.1493 0.9789 3.7610 0.394
H -0.7210 -0.4248 3.8274 0.443
H -1.5981 1.2944 3.7580 0.324
H 0.2206 2.2621 1.5262 0.371
H -0.6189 1.8414 0.0936 0.215
H -1.6917 2.4336 1.4924 0.410
H 2.6433 -2.4167 -0.4051 0.347
H 2.5289 -2.6346 -2.1378 0.422
H 3.5847 -1.6377 -1.4011 0.431
H 2.7446 1.3096 -2.2551 0.308
H 1.7720 0.7436 -3.5588 0.410
H 1.0092 1.7406 -2.3727 0.325
H -1.4463 -0.9092 -2.2406 0.273
H -0.2688 -0.4774 -3.5113 0.274
H -0.2264 -2.1825 -2.9956 0.326
```


DFT (the ωB97M-V functional and the def2-TZVPD basis) results for 2 unconnected molecules or ions with the total composition C7H18ClN6O2P.

* orbital gap: 8.43 eV
* relative energy (zero: lowest compared OMol25 entry of this formula, charge and spin): 53.31 kcal/mol
* maximum force: 6.1 eV/Å
* SMILES string: NC(N)(N)CP(CCCCl)N=C=O.NC(N)=O
* HOMO level: -7.88 eV

```
35
Properties=species:S:1:pos:R:3:mulliken_charge:R:1
N -0.1829 -1.0086 1.3448 -0.452
C 0.6460 0.1640 0.8707 0.588
N 1.0744 0.9486 2.0603 -0.687
N 1.7523 -0.3961 0.0463 -0.617
C -0.3237 0.9930 -0.1337 -1.061
P -2.0303 1.0371 0.7383 0.242
C -3.1456 -0.1279 -0.2841 -0.694
C -4.2291 -0.8069 0.7038 -0.602
C -3.5395 -1.8867 1.6647 -0.277
Cl -2.9180 -3.3664 0.7205 -0.226
N -2.6874 2.6978 0.7119 -0.551
C -3.5175 2.8687 1.6841 0.708
O -4.1154 2.8317 2.7652 -0.465
H 0.3586 -1.8789 1.2494 0.197
H -0.4617 -0.8262 2.3185 0.311
H 1.8537 1.5903 1.8559 0.271
H 1.4543 0.2659 2.7416 0.271
H 2.0363 0.2589 -0.6971 0.193
H 2.5526 -0.6332 0.6469 0.221
H 0.0761 2.0306 -0.3854 0.449
H -0.4513 0.3190 -1.0622 0.342
H -2.4603 -0.9114 -0.7819 0.333
H -3.6560 0.4800 -1.1116 0.387
H -4.7454 -0.0349 1.3897 0.243
H -5.0354 -1.2710 0.0238 0.323
H -2.7180 -1.4114 2.3058 0.147
H -4.3592 -2.3072 2.3551 0.372
C 4.6258 0.4430 -2.7140 0.657
O 4.1066 1.3737 -2.1168 -0.631
N 5.9415 0.4274 -3.0421 -0.402
N 3.9319 -0.6542 -3.1000 -0.352
H 6.3868 -0.3269 -3.5321 0.157
H 6.4913 1.2266 -2.7716 0.221
H 2.9505 -0.6786 -2.8736 0.214
H 4.3380 -1.4297 -3.5911 0.171
```


DFT (the ωB97M-V functional and the def2-TZVPD basis) results for 2 unconnected molecules or ions with the total composition C7H18FN2O2PS.

* orbital gap: 7.64 eV
* maximum force: 0.5 eV/Å
* HOMO level: -7.67 eV

```
32
Properties=species:S:1:pos:R:3:mulliken_charge:R:1
C -0.7305 2.9468 2.7056 -1.151
C 0.2220 2.2691 1.7680 0.766
O 0.8258 2.8061 0.8712 -0.587
O 0.3360 0.9600 2.0477 -0.241
C 0.9733 0.1559 1.0678 -0.332
C 0.2632 -1.1887 1.0212 -0.960
N 0.2640 -1.7992 -0.3845 0.119
C -0.9856 -1.5067 -1.2094 -0.795
C -1.6709 -0.1637 -1.0187 -0.536
C -1.0641 1.1287 -1.5952 -0.222
S -0.0721 0.9150 -3.1051 -0.224
P 1.7886 -1.6787 -1.3364 0.383
N 1.6960 -2.4039 -2.6922 -0.653
H -0.1639 3.4908 3.4596 0.301
H -1.3491 2.2136 3.2162 0.351
H -1.3461 3.6439 2.1425 0.324
H 2.0240 0.0407 1.3478 0.306
H 0.9581 0.6859 0.1173 0.280
H -0.7478 -1.1391 1.4505 0.424
H 0.7338 -1.9111 1.6802 0.383
H 0.2370 -2.8054 -0.2080 0.459
H -0.7376 -1.7041 -2.2510 0.521
H -1.6946 -2.2728 -0.9022 0.316
H -2.6371 -0.3096 -1.5062 0.465
H -1.9004 0.0042 0.0345 0.264
H -0.4840 1.6833 -0.8654 -0.099
H -1.8937 1.7810 -1.8603 0.445
H 1.0487 1.4861 -2.6506 0.136
H 1.9578 -0.3019 -1.3689 0.052
H 2.6575 -2.1949 -0.3633 0.119
H 2.3063 -3.2078 -2.7769 0.256
F -0.8147 -1.6235 3.1641 -0.872
```


DFT (the ωB97M-V functional and the def2-TZVPD basis) results for a molecular structure, C7H18Hg2O7.

* spin multiplicity: 2
* charge: +1
* orbital gap (spin up / spin down): 4.27 / 5.20 eV
* maximum force: 5.1 eV/Å
* HOMO level (spin up / spin down): -11.42 / -12.35 eV

```
34
Properties=species:S:1:pos:R:3:mulliken_spin:R:1
Hg -1.2482 3.2507 3.1157 0.919
Hg 1.7333 1.9312 1.0221 -0.001
C 2.0664 1.3685 5.4197 0.022
C 0.8819 1.9187 4.5556 0.017
O -0.0799 2.5543 5.0635 0.073
O 0.9753 1.9677 3.3316 -0.015
H 2.2952 2.1216 6.1737 0.000
H 2.9217 1.1519 4.7797 0.002
H 1.6330 0.5053 5.9249 -0.001
C -2.2080 1.0203 -0.7815 -0.001
C -0.9964 1.5306 0.0259 0.018
O 0.0770 1.5959 -0.5966 0.001
O -1.0228 1.9096 1.2363 -0.036
H -2.3590 1.6044 -1.6893 0.000
H -3.1640 0.9365 -0.2645 0.001
H -2.0266 -0.0474 -0.9040 0.000
C 0.1273 0.1509 -4.4389 0.000
O 0.9205 -0.2389 -3.3296 0.000
H -0.7475 -0.4661 -4.6439 0.000
H -0.1146 1.2120 -4.3786 0.000
H 0.8404 0.1311 -5.2630 0.000
H 0.6441 0.2980 -2.5833 0.000
C -1.4519 -2.8293 -2.9175 0.000
O -1.6062 -3.5877 -4.0270 0.000
H -0.3919 -2.7160 -2.6899 0.000
H -2.0516 -1.9260 -3.0285 0.000
H -1.8412 -3.3001 -2.0148 0.000
H -2.1909 -4.3338 -3.8753 0.000
C 1.0947 -1.3937 0.9477 0.000
O 1.9480 -0.3449 1.4900 0.000
H 1.7880 -2.0485 0.4199 0.000
H 0.6360 -2.1300 1.6078 0.000
H 0.2885 -0.9654 0.3521 0.000
H 2.6294 -0.8312 1.9599 0.000
```


DFT (the ωB97M-V functional and the def2-TZVPD basis) results for a molecular structure, C7H18N2O2Si.

* spin multiplicity: 3
* orbital gap (spin up / spin down): 7.08 / 7.19 eV
* maximum force: 9.0 eV/Å
* HOMO level (spin up / spin down): -6.38 / -9.79 eV

```
30
Properties=species:S:1:pos:R:3:mulliken_spin:R:1
C 2.1757 0.2936 -1.6654 0.082
C 1.1893 -1.8304 -0.5976 0.021
C 0.2725 -0.9828 -2.7431 0.078
C 0.8169 1.0721 1.7722 0.020
C -1.8758 1.5058 2.8211 0.004
C -1.9048 -1.0706 1.1718 0.007
C 0.9327 -0.5602 -1.3612 -0.061
N -0.0628 0.1486 -0.5518 0.800
N -0.6350 1.1868 -0.9397 0.421
O -0.6753 1.7867 -2.0072 0.606
O -1.3728 1.6758 0.0464 0.050
Si -1.0678 0.6738 1.4020 -0.015
H 1.8352 1.0342 -2.4327 -0.004
H 2.5570 0.9250 -0.8969 -0.011
H 3.0016 -0.4225 -2.0094 0.002
H 0.3956 -2.5135 -0.7411 -0.002
H 1.0930 -1.7007 0.4925 -0.006
H 2.0855 -2.2416 -0.7356 0.000
H -0.2910 -1.8297 -2.5813 -0.007
H -0.2423 -0.1306 -3.1717 0.001
H 1.0952 -1.3091 -3.3545 0.002
H 1.1009 1.7116 0.9117 -0.001
H 0.9243 1.6234 2.7539 0.009
H 1.4822 0.1891 1.7545 -0.002
H -1.1502 1.8462 3.5597 0.000
H -2.5001 2.3674 2.4755 0.000
H -2.7410 0.8566 3.2692 0.001
H -2.5229 -1.3208 1.9746 0.001
H -2.6170 -1.0352 0.4235 0.004
H -1.2987 -1.9490 0.9605 -0.001
```